(1)
25
Properties=species:S:1:pos:R:3:forces:R:3:mulliken_spin:R:1 method="wB97M-V/def2-TZVPD" e_tot_ev=-79214.339 e_lumo_ha="0.1675 / 0.1675" gap_ev="4.57 / 4.62" spin_multiplicity=3 charge=-2
Pr 0.58834 0.28308 -2.91281 -0.5 0.0 1.6 2.039
Cl 1.38698 -1.70155 -1.27046 0.4 -0.3 0.0 -0.003
C 2.69014 1.40170 -3.08427 0.4 0.3 0.0 -0.003
C -0.64008 -1.19478 -4.31571 -0.4 -0.5 -0.5 0.002
H 2.35344 1.64063 -4.12137 0.9 0.1 0.6 0.001
H 2.45845 2.12780 -2.25925 0.7 -0.6 -0.9 0.000
H 3.26463 0.45900 -2.88511 -0.2 1.2 -0.3 -0.002
H -0.38834 -0.47801 -5.13310 -0.5 -0.9 0.1 -0.006
H -1.60962 -1.06726 -3.76638 0.8 -0.4 -0.8 -0.001
H 0.03698 -2.06289 -4.10375 -0.9 0.7 -0.5 -0.002
Cd -0.06915 0.03287 0.18050 -0.9 0.0 -0.3 0.000
C -1.65161 -0.99672 1.16161 -0.2 -0.3 0.5 -0.002
C -0.87209 1.31374 -1.36635 1.0 0.3 -1.3 -0.023
H -2.55549 -0.50006 0.73802 0.5 -0.6 0.6 0.000
H -1.53121 -2.06900 0.90139 -0.4 0.6 0.5 0.000
H -1.41129 -0.72872 2.21740 -0.7 -0.6 -0.5 0.000
H -1.85485 1.09651 -1.85022 0.4 0.9 0.7 0.003
H -0.33912 2.29797 -1.31359 -1.2 -0.1 -0.2 -0.007
Cl 3.28228 0.23207 4.54247 0.3 0.2 0.3 0.000
C 2.58774 1.28935 3.31597 -0.2 -0.4 -0.3 0.000
Cl 1.49379 2.49312 4.06994 0.4 -0.2 0.0 0.000
Cl 3.87462 2.12384 2.39331 -0.1 -0.1 0.4 0.000
C 1.73841 0.42931 2.29861 -1.0 1.0 -1.6 0.000
O 1.60141 -0.78392 2.39757 0.6 1.0 0.5 0.000
O 1.25464 1.24300 1.41830 1.1 -1.1 1.5 0.002



(2)
25
Properties=species:S:1:pos:R:3:forces:R:3:mulliken_spin:R:1 method="wB97M-V/def2-TZVPD" e_tot_ev=-85349.249 e_lumo_ha="0.1071 / 0.0906" gap_ev="4.45 / 7.28" spin_multiplicity=9 charge=-1 e_above_lowest_kcal_mol=0.0
Pm -0.28460 0.85944 1.12590 -0.7 -0.3 -4.0 5.110
Cl -0.39124 1.72344 -1.51378 0.0 0.0 0.0 -0.005
C -2.21360 -0.50762 1.13129 -0.3 -0.3 0.1 -0.028
H -2.18852 -1.21435 1.97453 -0.2 -0.1 -0.2 -0.010
H -2.17033 -1.06986 0.18294 -0.1 -0.1 0.2 0.016
H -3.15738 0.05528 1.16023 0.0 -0.1 0.0 -0.008
Co 0.26191 -0.41824 -2.23041 -0.2 1.2 -0.4 2.135
C 2.23714 -0.09658 -2.17586 0.5 -0.1 0.0 -0.017
C -1.16218 -0.57921 -3.65241 -0.4 -0.1 -0.2 0.044
C 0.71501 -2.08566 -2.78931 0.4 -2.2 -0.1 0.730
H -1.60841 -1.58421 -3.74177 0.1 0.4 0.1 -0.002
H -1.96228 0.16810 -3.51644 0.2 -0.2 0.1 0.004
H -0.65838 -0.36476 -4.61441 -0.1 0.0 0.4 0.011
H 2.83123 -0.95996 -1.83065 -0.2 0.4 0.0 -0.023
H 2.52652 0.09537 -3.22766 -0.1 0.0 0.3 0.015
H 2.50350 0.79461 -1.58272 -0.1 -0.2 -0.2 0.020
H 0.00029 -2.78780 -3.27468 0.6 0.6 0.2 0.025
H 1.69080 -2.55256 -2.51830 -0.8 0.3 -0.2 0.023
F 1.03951 0.48951 5.66024 -0.2 0.7 -0.1 0.001
C 0.51994 1.58609 5.08112 -0.2 -0.2 -0.6 0.017
F -0.65760 1.87267 5.67263 0.7 -0.1 -0.1 0.001
F 1.36681 2.62395 5.27338 -0.4 -0.5 0.1 0.001
C 0.31083 1.36991 3.53397 0.3 -0.1 -0.3 -0.048
O 0.93169 0.42246 2.95154 0.3 0.9 2.7 -0.012
O -0.48067 2.15999 2.92061 0.8 0.2 2.5 0.000



(3)
23
Properties=species:S:1:pos:R:3:forces:R:3:mulliken_spin:R:1 method="wB97M-V/def2-TZVPD" e_tot_ev=-99854.229 e_lumo_ha="0.1000 / 0.1005" gap_ev="7.34 / 7.36" spin_multiplicity=6 charge=-1
Ga 0.65653 0.09871 -2.77201 -1.3 1.2 0.8 0.007
Cl 1.43678 -1.79841 -1.55667 -0.2 0.2 0.8 -0.001
C 2.29049 1.08060 -3.25737 0.3 0.1 0.0 0.001
C -0.35385 -0.82031 -4.21861 -0.1 0.0 0.0 0.001
H 2.20936 1.44664 -4.29062 0.2 0.0 0.2 0.000
H 2.44537 1.92901 -2.58025 0.1 -0.1 -0.2 0.001
H 3.13282 0.38392 -3.17252 0.0 0.3 -0.1 0.000
H -0.28171 -0.22991 -5.15069 -0.1 -0.3 0.3 0.000
H -1.41132 -0.94955 -3.93619 0.4 0.0 -0.2 0.000
H 0.11614 -1.80878 -4.36066 -0.3 0.3 -0.1 0.000
Dy 0.02781 -0.18179 0.41715 0.4 -0.6 -1.8 5.024
C -1.91837 -1.22822 0.98005 -0.5 -0.1 0.2 0.014
C -0.56593 1.31916 -1.17632 0.6 -0.8 -1.2 -0.018
H -2.79349 -0.75846 0.51076 0.0 -0.1 0.1 0.002
H -1.90557 -2.29948 0.73669 -0.1 0.1 0.1 -0.001
H -1.99315 -1.10993 2.07417 -0.2 -0.1 -0.1 0.002
H -1.59912 1.24593 -1.58302 0.3 0.0 0.2 -0.004
H -0.20882 2.32824 -1.41196 0.1 0.0 0.0 -0.008
N 0.88914 0.20574 2.43735 0.6 0.2 2.5 -0.010
C 1.02108 0.15351 3.61958 -0.2 0.1 -1.6 -0.008
N 1.29801 0.04994 4.84648 0.2 -0.1 0.0 0.000
C 0.52214 0.39738 5.84913 -1.0 0.5 1.6 0.000
N -0.08785 0.67436 6.81182 0.9 -0.4 -1.4 0.000



(4)
23
Properties=species:S:1:pos:R:3:forces:R:3:mulliken_spin:R:1 method="wB97M-V/def2-TZVPD" e_tot_ev=-48750.817 e_lumo_ha="-0.1003 / -0.0703" gap_ev="4.79 / 5.60" spin_multiplicity=6
Dy 0.28361 -0.09893 1.55387 0.3 -0.3 0.2 5.374
Cl -0.07528 1.60451 -0.18477 0.0 0.1 -0.7 -0.030
C -1.79416 -0.97231 1.72774 -1.7 -1.0 0.2 -0.414
H -1.80066 -1.78373 2.44875 0.6 -0.3 0.4 -0.006
H -2.21275 -1.41961 0.83294 0.3 0.1 -0.7 0.008
H -2.58279 -0.32098 2.09167 0.3 0.8 0.1 -0.004
Zr 0.59414 0.02326 -3.01476 0.3 -1.4 -1.2 0.003
C -1.55809 0.68016 -3.17259 0.4 0.2 0.1 0.000
C 2.38709 1.28113 -2.47437 -0.4 0.1 0.0 -0.001
C 1.05132 -1.78613 -4.01613 -0.3 1.0 1.0 0.002
H 2.89757 0.72486 -1.67408 0.2 -0.1 -0.1 0.000
H 3.09949 1.46749 -3.28534 0.0 -0.1 0.1 0.000
H 2.09891 2.23068 -2.00759 0.1 0.0 -0.2 0.000
H -2.13034 -0.04255 -2.57164 -0.1 -0.1 -0.1 0.000
H -1.72881 1.65398 -2.69716 0.0 0.0 -0.2 0.000
H -1.96547 0.69268 -4.19007 -0.1 -0.1 0.1 0.000
H 0.30026 -2.47309 -4.48163 0.5 0.5 0.3 0.000
H 2.08186 -2.19976 -4.15584 -0.7 0.3 0.1 0.000
N 0.38030 0.53601 3.64155 0.1 0.1 0.2 0.034
C 0.32199 0.58285 4.82040 0.1 0.2 0.7 0.035
N 0.30118 0.77283 6.06026 0.0 0.0 -0.5 -0.001
C 0.10486 -0.18993 6.94897 -0.1 -0.6 0.9 0.000
N -0.05422 -0.96341 7.79985 0.1 0.5 -0.6 0.000